The following is a quantum chemistry calculation of a structure of composition C19H27F6N6O3PSTi, from the Open Molecules 2025 dataset.

The geometry in XYZ format:
```
64
Properties=species:S:1:pos:R:3:forces:R:3
Ti -0.0872 0.0967 0.5992 -0.24 -0.52 -0.56
C 3.8930 0.4027 2.1369 -0.02 -0.12 0.12
C 2.4211 0.2703 1.9748 -0.13 -0.43 -0.87
N 1.8578 -0.0894 0.8368 2.03 0.51 0.75
O 2.6630 -0.5459 -0.2014 0.26 -0.14 0.02
C 1.4608 0.5296 2.9882 -0.52 0.28 1.05
C 1.7326 0.9983 4.3842 0.08 0.01 -0.27
N 0.2174 0.3247 2.5658 0.25 -0.15 0.42
O -0.8406 0.5205 3.2283 0.41 0.18 0.42
H 4.2288 1.3318 1.6688 -0.01 0.01 0.00
H 4.4085 -0.4233 1.6480 -0.01 0.00 0.00
H 4.1700 0.4348 3.1869 0.01 0.02 0.00
H 3.1817 0.2054 -0.5229 -0.10 0.14 -0.07
H 2.4974 0.3907 4.8677 -0.01 0.01 0.04
H 0.8079 0.9391 4.9530 0.01 -0.01 0.02
H 2.0676 2.0374 4.3854 0.01 0.00 0.05
S -6.4643 -0.7872 1.8947 0.09 0.02 -0.16
C -4.7909 -0.5565 1.4063 -0.02 0.09 -0.05
C -3.8128 -1.3464 2.0184 -0.20 0.01 0.05
C -2.4953 -1.1639 1.6894 0.10 0.11 -0.03
N -2.0689 -0.2240 0.8200 -2.61 -0.20 0.37
C -3.0178 0.5237 0.2272 0.14 0.05 0.00
C -4.3637 0.3888 0.4771 -0.12 -0.15 -0.02
C -7.3542 -0.2759 0.4284 0.13 -0.07 0.20
C -7.7747 -1.2530 -0.4605 -0.02 0.04 -0.08
C -8.5160 -0.8494 -1.5647 0.11 -0.03 0.18
N -8.8278 0.4182 -1.7964 -0.19 0.10 -0.34
C -8.4215 1.3466 -0.9415 0.09 -0.09 0.16
C -7.6832 1.0507 0.1989 -0.07 0.06 0.00
H -4.1028 -2.0885 2.7493 0.10 -0.08 -0.03
H -1.7312 -1.7846 2.1381 0.01 0.05 0.08
H -2.6792 1.2723 -0.4748 0.03 0.03 0.03
H -5.0646 1.0238 -0.0429 0.01 0.02 -0.02
H -7.5344 -2.2938 -0.2929 -0.03 -0.01 -0.01
H -8.8745 -1.5753 -2.2855 0.01 0.00 0.01
H -8.7053 2.3680 -1.1674 0.02 0.00 0.02
H -7.3892 1.8302 0.8892 -0.01 -0.01 0.01
F -0.1916 0.8404 -1.3229 0.23 0.30 -0.08
P 0.1660 2.5318 -1.0300 0.32 0.68 -0.25
F -1.3643 2.8234 -1.2921 0.04 -0.09 0.04
F 0.5610 2.7063 -2.5289 -0.14 -0.01 -0.09
F -0.2716 2.0874 0.5997 0.09 0.98 -0.45
F 1.6468 2.0487 -0.6493 -0.08 0.01 -0.09
F 0.4735 3.9848 -0.5596 -0.16 0.06 0.01
C 0.9888 -3.3433 1.8408 -0.03 -0.01 -0.05
N 0.3298 -3.8233 0.6315 -0.18 0.30 0.17
C -0.3699 -5.0948 0.7949 0.01 -0.08 -0.03
C -0.0315 -2.9138 -0.3047 0.00 -0.33 -0.23
O -0.0554 -1.6775 -0.0278 0.21 -1.75 -0.47
N -0.3516 -3.3304 -1.5374 0.10 0.28 -0.03
C -0.8251 -2.3716 -2.5346 -0.10 -0.03 0.05
C 0.0619 -4.6238 -2.0645 0.04 -0.16 -0.08
H 1.5932 -4.1563 2.2399 -0.01 0.01 0.03
H 0.2683 -3.0312 2.6042 0.01 -0.03 -0.01
H 1.6382 -2.5104 1.6004 0.07 0.06 0.00
H -0.8774 -5.0992 1.7620 0.01 0.02 0.00
H 0.3324 -5.9284 0.7699 -0.03 -0.02 -0.02
H -1.1192 -5.2302 0.0219 0.01 0.01 0.06
H -1.0866 -1.4355 -2.0582 -0.06 0.01 0.00
H -1.7038 -2.7732 -3.0385 0.03 -0.03 -0.01
H -0.0447 -2.1811 -3.2726 0.01 -0.01 0.02
H 0.9149 -5.0100 -1.5104 -0.03 0.03 0.01
H 0.3586 -4.4919 -3.1033 0.03 0.05 0.01
H -0.7449 -5.3572 -2.0383 0.01 0.03 -0.04
```
Forces are in eV/Å.

⟨S²⟩: 0.781
Total charge: +1
Energy above the lowest of the compared OMol25 structures with the same formula, charge and spin (eV): 1.730
Multiplicity: 2

These are the natural (NBO) partial charges, in e, on atoms 1 to 8: Ti 1.594; C -0.688; C 0.291; N -0.282; O -0.546; C 0.062; C -0.668; N -0.111

---

The following is a quantum chemistry calculation of a structure of composition C46H47EuN6OP, from the Open Molecules 2025 dataset.

The geometry in XYZ format:
```
102
Properties=species:S:1:pos:R:3:forces:R:3
Eu -0.5683 -0.9373 0.0231 -0.60 1.30 -0.25
C -3.3025 -1.2176 3.1632 0.09 0.00 -0.10
C -3.5627 -0.4689 1.8470 -0.01 -0.25 -0.03
C -3.8741 -1.3966 0.6605 0.13 0.11 0.07
N -2.6678 -2.1216 0.2896 -0.79 -1.15 0.52
C -2.6157 -3.4195 0.4425 -0.01 0.65 0.06
C -3.7755 -4.2443 0.6247 -0.20 -0.34 -0.01
C -3.9366 -5.4126 1.3180 0.03 0.25 -0.08
C -2.9747 -6.1648 2.0028 0.17 -0.20 0.15
C -1.6148 -6.0259 1.8596 -0.32 -0.03 -0.05
C -0.8880 -5.1690 1.0296 0.14 0.07 0.00
C -1.2593 -4.0225 0.3171 0.20 -0.12 -0.28
N -0.4136 -3.3162 -0.4456 -0.06 -0.83 -0.39
C 0.8711 -3.9130 -0.7970 -0.01 0.09 0.09
C 1.8407 -2.9131 -1.4326 0.06 -0.03 0.33
C 2.6279 -2.1073 -0.3971 -0.17 0.00 -0.05
N 1.7560 -1.3198 0.4579 1.06 -0.16 0.54
C 2.2812 -0.6656 1.4726 -0.06 -0.35 -0.40
C 3.6850 -0.6411 1.7047 0.25 -0.06 0.08
C 4.4735 0.0402 2.6034 -0.12 0.06 -0.11
C 4.1252 0.9654 3.5824 0.06 0.15 0.13
C 2.8351 1.2880 3.9542 0.15 -0.12 -0.04
C 1.6278 0.7776 3.4997 0.04 0.13 0.02
C 1.2957 -0.1087 2.4476 -0.41 -0.04 0.18
N 0.0475 -0.5385 2.2885 0.56 -0.05 1.01
C -0.8177 -0.5329 3.4668 -0.08 0.09 -0.18
C -1.8568 -1.6689 3.3992 -0.09 0.15 0.03
H -3.9499 -2.0994 3.2065 -0.06 0.04 0.03
H -3.5958 -0.5700 3.9947 -0.01 -0.02 0.02
H -2.6902 0.1506 1.6114 -0.11 0.10 0.00
H -4.4159 0.2022 1.9776 0.05 0.08 -0.04
H -4.2140 -0.8089 -0.1969 -0.02 0.03 0.05
H -4.6992 -2.0449 0.9638 -0.02 0.00 -0.03
H -4.6786 -3.8395 0.1860 0.00 0.01 0.00
H -4.9554 -5.7834 1.3727 -0.01 0.02 0.00
H -3.3321 -6.9617 2.6435 0.01 -0.01 -0.03
H -1.0089 -6.7307 2.4196 0.02 -0.01 -0.01
H 0.1705 -5.3894 1.0067 -0.03 0.01 0.00
H 0.6993 -4.7482 -1.4889 0.02 -0.06 0.08
H 1.3815 -4.3191 0.0839 0.01 -0.04 -0.02
H 1.3195 -2.2332 -2.1052 -0.01 -0.05 -0.11
H 2.5647 -3.4746 -2.0283 0.00 0.03 -0.05
H 3.3500 -1.4735 -0.9196 0.14 0.02 0.00
H 3.2046 -2.8199 0.2101 0.04 0.02 -0.01
H 4.2522 -1.2716 1.0345 -0.02 0.00 0.00
H 5.5370 -0.1562 2.5051 0.01 0.02 -0.03
H 4.9332 1.4506 4.1173 -0.01 -0.03 0.00
H 2.7503 2.0180 4.7539 -0.04 0.00 0.00
H 0.7654 1.1579 4.0345 0.02 0.01 -0.03
H -1.3358 0.4312 3.5955 0.00 0.01 0.05
H -0.2018 -0.6797 4.3611 -0.02 0.08 0.01
H -1.8348 -2.2252 4.3395 0.02 0.00 0.00
H -1.5442 -2.3685 2.6271 0.05 -0.09 0.00
O -1.4124 -1.9007 -2.4863 0.04 -0.25 -0.26
N -0.4777 -0.8852 -2.5146 0.05 -0.24 -0.46
C -0.5115 -0.2225 -3.5945 -0.21 -0.13 -0.14
C 0.3233 0.9441 -3.8837 0.22 0.29 0.11
C 0.4161 1.2878 -5.2378 -0.04 -0.08 0.00
C 1.1843 2.3519 -5.6642 0.00 0.03 -0.04
C 1.8763 3.1103 -4.7317 0.02 0.02 0.04
C 1.7873 2.7877 -3.3893 -0.04 -0.07 -0.12
C 1.0162 1.7139 -2.9345 -0.10 0.05 -0.05
P 1.0019 1.3980 -1.1089 0.49 0.77 -0.30
C 0.3957 3.0131 -0.4715 -0.04 -0.08 0.00
C -0.0924 4.0521 -1.2575 0.02 0.01 0.08
C -0.5864 5.2070 -0.6640 -0.01 0.01 -0.06
C -0.6052 5.3339 0.7157 -0.02 0.04 0.03
C -0.1423 4.2922 1.5093 0.00 -0.01 0.06
C 0.3408 3.1347 0.9206 0.00 0.06 -0.12
C 2.8245 1.6318 -0.8834 0.03 0.01 -0.07
C 3.6684 0.9239 -1.7439 -0.03 0.03 0.15
C 5.0432 1.0705 -1.6680 0.00 -0.11 -0.09
C 5.6020 1.9325 -0.7365 0.06 0.03 0.10
C 4.7747 2.6499 0.1099 0.02 -0.03 0.08
C 3.3963 2.4983 0.0426 -0.05 -0.04 -0.07
H -1.0845 -2.5660 -1.7611 -0.10 0.29 -0.15
H -1.1939 -0.5432 -4.3825 0.02 -0.04 0.01
H -0.1165 0.6859 -5.9652 -0.02 0.01 0.01
H 1.2444 2.5908 -6.7180 0.00 -0.02 0.00
H 2.4854 3.9478 -5.0467 -0.01 0.00 0.00
H 2.3340 3.3793 -2.6664 0.02 0.01 -0.01
H -0.1040 3.9605 -2.3351 -0.02 0.04 0.02
H -0.9603 6.0095 -1.2882 -0.01 -0.01 0.01
H -0.9882 6.2378 1.1727 0.01 -0.01 0.00
H -0.1663 4.3763 2.5891 0.00 -0.01 -0.01
H 0.6621 2.3077 1.5447 0.04 0.00 0.06
H 3.2351 0.2841 -2.5042 0.06 -0.07 0.00
H 5.6823 0.5209 -2.3487 -0.03 -0.01 0.01
H 6.6770 2.0450 -0.6697 -0.01 0.01 -0.04
H 5.1956 3.3342 0.8354 0.01 -0.01 0.01
H 2.7793 3.0911 0.7013 -0.04 -0.03 0.06
C -4.1387 3.0075 -1.7687 0.04 -0.06 0.03
C -3.9350 1.8434 -2.4938 -0.03 0.06 0.02
C -3.0447 0.9019 -2.0054 -0.05 -0.10 -0.09
N -2.3484 1.0555 -0.8753 -0.23 0.18 -0.04
C -2.5721 2.1727 -0.1791 -0.11 -0.08 0.08
C -3.4489 3.1676 -0.5792 -0.07 0.04 -0.02
H -4.8330 3.7625 -2.1144 0.01 0.01 -0.01
H -4.4674 1.6567 -3.4165 0.01 -0.02 0.00
H -2.9095 -0.0369 -2.5305 0.06 0.00 0.04
H -2.0369 2.2747 0.7562 0.02 0.01 -0.03
H -3.5799 4.0490 0.0331 0.02 -0.02 0.02
```
Forces are in eV/Å.

⟨S²⟩: 15.761
Total charge: 0
Multiplicity: 8
Energy (eV): -88068.933

These are the Löwdin partial charges, in e, on atoms 1 to 8: Eu 1.448; C -0.194; C -0.194; C -0.227; N -0.071; C -0.247; C -0.035; C -0.098

---

Question: Which of these has the highest total charge?
Answer: C19H27F6N6O3PSTi

---

Question: Look up the multiplicity of the first one.
Answer: 2

---

Question: Among the records above, which one has the highest ⟨S²⟩?
Answer: C46H47EuN6OP